Entry 1:
# C22H37F5OReSi

A structure of composition C22H37F5OReSi (the ωB97M-V functional and the def2-TZVPD basis, the OMol25 dataset).

XYZ file:
```
67
Properties=species:S:1:pos:R:3:forces:R:3
Re 0.0775 0.1680 0.6126 -0.005 -0.052 -0.441
C 2.4574 -1.9537 -1.7714 0.021 -0.126 -0.140
C 2.8584 -0.4737 -1.6364 -0.053 -0.087 -0.134
C 2.0132 0.2842 -2.6796 0.017 0.008 -0.038
C 4.3415 -0.3671 -2.0461 -0.068 -0.021 -0.135
Si 2.5664 0.1778 0.1579 0.016 0.318 -0.059
C 3.1007 -1.1034 1.4814 0.012 -0.089 0.225
C 3.1577 -0.4344 2.8653 0.054 -0.024 0.053
C 4.4781 -1.7449 1.2542 -0.021 -0.087 0.142
C 2.0278 -2.2105 1.5409 0.103 -0.079 0.021
C 3.3493 1.9137 0.4613 0.083 0.095 -0.047
C 3.1331 2.8027 -0.7741 -0.022 0.074 -0.008
C 2.6828 2.6361 1.6446 0.073 0.057 0.102
C 4.8667 1.8578 0.7280 -0.048 0.100 0.029
H 2.5484 -2.2363 -2.8293 0.024 0.014 0.088
H 1.4254 -2.1375 -1.4707 0.211 0.044 -0.070
H 3.1125 -2.6185 -1.2128 0.104 -0.032 0.062
H 2.1995 -0.1614 -3.6663 -0.027 0.033 0.081
H 2.2706 1.3384 -2.7522 0.001 0.037 0.023
H 0.9418 0.1968 -2.4780 0.134 -0.023 0.005
H 4.4604 -0.8451 -3.0284 0.015 0.051 0.089
H 5.0176 -0.8757 -1.3567 -0.056 -0.008 0.037
H 4.6804 0.6631 -2.1512 -0.027 0.041 0.038
H 4.0588 0.1680 2.9814 -0.010 -0.005 -0.026
H 3.1784 -1.2072 3.6450 0.017 0.070 -0.080
H 2.3073 0.2097 3.0720 0.057 -0.040 -0.078
H 5.2718 -0.9961 1.1894 -0.073 -0.011 -0.006
H 4.5268 -2.3657 0.3634 -0.045 -0.032 -0.113
H 4.7130 -2.3908 2.1123 -0.011 0.046 -0.086
H 1.0009 -1.8255 1.6811 0.058 -0.005 0.093
H 2.2024 -2.8599 2.4084 0.011 0.040 -0.071
H 2.0144 -2.8300 0.6441 -0.052 0.064 0.066
H 2.0976 2.8071 -1.1164 0.060 0.005 0.087
H 3.7649 2.5074 -1.6106 0.021 -0.036 -0.036
H 3.3894 3.8393 -0.5189 0.003 -0.086 -0.029
H 1.5937 2.6616 1.5690 0.023 -0.041 -0.049
H 3.0203 3.6814 1.6594 0.001 -0.097 0.016
H 2.9445 2.1951 2.6062 -0.022 0.009 -0.039
H 5.4225 1.3494 -0.0605 -0.039 -0.023 -0.056
H 5.1128 1.3754 1.6747 -0.042 -0.010 -0.015
H 5.2506 2.8857 0.7830 -0.031 -0.083 0.004
C -1.5297 -1.7608 -0.8765 0.466 0.194 -0.072
O -0.2452 -1.1102 -0.8111 -0.823 -0.145 0.164
H -2.3595 -1.0560 -0.7957 -0.010 0.164 0.029
H -1.6455 -2.5127 -0.0961 0.087 -0.039 0.120
H -1.6165 -2.2549 -1.8410 0.067 -0.051 -0.121
F -1.7135 1.5188 2.6034 -0.159 0.143 -0.041
C -0.7455 0.5592 2.5736 0.015 -0.155 0.077
F -1.4706 -0.6769 2.4553 -0.044 0.159 0.087
C -0.1861 0.5268 3.9977 -0.227 -0.029 -0.317
F -1.1661 0.5419 4.9030 -0.006 0.030 0.164
F 0.5820 1.6024 4.1922 0.143 0.050 0.150
F 0.5366 -0.5765 4.2019 0.020 -0.076 0.115
C -0.8899 1.7424 -0.4046 0.215 -0.183 0.410
C -0.5239 3.1983 -0.3437 -0.084 -0.187 -0.015
C -0.1304 3.8357 -1.5153 0.060 0.102 -0.230
C 0.2186 5.1804 -1.5259 -0.020 -0.042 -0.023
C 0.1735 5.9184 -0.3529 -0.011 -0.050 0.029
C -0.2348 5.2992 0.8230 -0.019 -0.034 -0.034
C -0.5895 3.9575 0.8250 0.080 0.005 0.015
H -1.8886 1.5624 0.0226 -0.115 0.107 -0.029
H -0.9033 1.3933 -1.4367 -0.058 0.074 -0.126
H -0.0915 3.2655 -2.4405 0.008 0.050 0.081
H 0.5256 5.6487 -2.4541 -0.014 -0.022 0.041
H 0.4469 6.9663 -0.3551 -0.004 -0.029 0.011
H -0.2782 5.8642 1.7469 -0.013 -0.023 -0.037
H -0.9049 3.4924 1.7474 -0.023 -0.024 0.049
```
Positions in Å, forces in eV/Å.

Calculated values
Spin multiplicity: 4
E_tot, hartree: -1802.7362
HOMO level (alpha / beta), eV: -8.0065 / -8.7876
Frontier orbital gap (alpha / beta), Ha: 0.28419 / 0.30366


Entry 2:
# C22H37N2O16P

A cluster of 7 separate species, C22H37N2O16P in total in a non-equilibrium geometry (the ωB97M-V functional and the def2-TZVPD basis, the OMol25 dataset).

XYZ file:
```
78
Properties=species:S:1:pos:R:3:forces:R:3
C -29.2537 23.6146 4.7939 0.252 0.703 0.137
C -28.7143 23.0171 6.0774 -0.202 -0.393 -0.381
O -27.3915 22.4759 5.8513 -0.185 0.095 -0.141
P -26.1640 23.2521 6.4744 -0.254 -0.115 -0.107
O -26.1158 23.2967 7.9294 0.222 0.048 0.161
O -24.9446 22.5016 5.8015 0.221 0.155 0.443
C -24.5884 22.7261 4.4479 -0.035 -0.027 -0.938
C -23.5877 21.6788 4.0040 -0.182 0.060 0.043
O -26.3067 24.6558 5.7448 0.237 0.113 0.187
C -25.4750 25.7694 6.1575 0.097 0.207 -0.199
C -26.2948 27.0295 6.0994 -0.297 0.322 -0.412
H -29.2080 22.9198 3.9587 -0.116 -0.160 0.076
H -30.2742 23.9727 4.9443 -0.064 -0.237 -0.034
H -28.6682 24.4983 4.5247 0.051 -0.130 -0.015
H -28.6907 23.7468 6.8856 0.012 0.007 0.040
H -29.3307 22.1713 6.3826 0.059 0.037 0.135
H -25.4727 22.6623 3.8040 -0.090 -0.098 0.166
H -24.1991 23.7349 4.2838 0.128 -0.005 0.381
H -22.6689 21.6803 4.5849 -0.028 0.154 0.111
H -24.0308 20.6876 4.1148 0.036 0.001 -0.076
H -23.3431 21.8685 2.9573 0.013 -0.125 -0.027
H -25.0577 25.6225 7.1518 -0.115 -0.291 0.060
H -24.6554 25.8217 5.4438 0.188 0.022 0.048
H -25.7379 27.8874 6.4754 0.083 -0.116 0.186
H -26.5562 27.2818 5.0674 -0.047 -0.165 0.042
H -27.2251 26.9266 6.6588 0.094 -0.006 0.122
O -21.4306 26.2678 6.1252 0.011 0.336 -0.078
C -21.2008 25.1244 6.3396 -0.276 -0.453 0.281
O -20.0773 24.4714 5.9820 -0.044 -0.176 -0.105
C -20.3032 23.0478 6.1271 -0.041 0.578 -0.012
C -21.4083 23.0230 7.1781 0.787 0.103 0.194
O -22.0543 24.2884 6.9883 0.007 -0.040 -0.373
H -20.5838 22.6682 5.1441 -0.106 -0.168 0.098
H -19.3685 22.6071 6.4567 -0.043 -0.154 0.005
H -20.9292 23.0474 8.1610 -0.240 -0.152 0.070
H -22.0901 22.1863 7.1040 -0.225 0.132 -0.094
O -19.1152 17.0720 6.9410 -0.086 0.276 -0.214
C -18.6206 16.4539 7.8232 -0.108 -0.333 0.250
O -17.2958 16.3315 8.0402 0.051 0.092 0.227
C -17.1109 15.6864 9.3246 -0.313 0.205 -0.423
C -18.4047 14.9031 9.4278 0.581 -0.813 0.628
O -19.3186 15.7547 8.7560 -0.067 -0.081 -0.249
H -16.1994 15.1039 9.2674 0.003 -0.070 0.138
H -17.0654 16.4621 10.0898 0.208 -0.032 0.009
H -18.7144 14.6818 10.4484 -0.189 0.525 0.012
H -18.3240 13.9153 8.9596 -0.128 0.283 -0.446
O -19.4379 15.1099 3.8316 0.126 0.073 0.482
C -19.4785 15.4542 2.6980 -0.271 -0.153 -0.370
O -18.4180 15.5399 1.8735 -0.068 -0.035 -0.280
C -18.9029 15.6917 0.5183 -0.027 0.592 0.620
C -20.2878 16.2875 0.7455 -0.095 -0.548 -0.202
O -20.6231 15.7866 2.0516 0.175 0.213 -0.083
H -18.2430 16.3877 0.0114 0.118 -0.208 -0.176
H -18.9324 14.7109 0.0517 0.066 0.001 -0.118
H -21.0156 15.9119 0.0311 -0.097 0.122 0.049
H -20.3053 17.3752 0.7432 0.033 0.035 0.102
O -23.2965 17.5243 -0.8286 -0.028 0.017 -0.159
C -23.8489 17.5383 0.2222 0.194 -0.234 0.217
O -23.1975 17.5925 1.4109 -0.144 0.246 -0.076
C -24.1528 17.8027 2.4564 0.251 -0.086 0.142
C -25.4683 17.3697 1.8125 0.215 0.074 0.079
O -25.1787 17.4596 0.4126 0.004 0.220 -0.097
H -23.8184 17.2286 3.3176 -0.269 -0.161 -0.017
H -24.1624 18.8565 2.7394 0.020 0.028 -0.153
H -26.2671 18.0627 2.0572 -0.163 -0.126 -0.072
H -25.7531 16.3412 2.0208 -0.023 0.001 0.171
C -20.7430 18.3506 4.3356 -0.318 0.561 -0.041
C -21.2663 19.2110 5.3952 0.038 -0.388 0.101
N -21.6653 19.9097 6.2123 0.013 0.082 0.049
H -21.4745 17.6085 4.0258 0.005 -0.098 0.140
H -19.8381 17.8568 4.6782 0.042 -0.019 -0.081
H -20.5827 19.0249 3.4907 0.331 -0.282 -0.124
C -16.8340 18.0980 4.9967 0.218 -0.255 -0.157
C -15.5121 18.1268 4.3718 -0.328 -0.088 0.200
N -14.4655 18.1698 3.9091 0.266 0.000 -0.173
H -17.2750 17.1031 4.9452 0.084 -0.030 -0.102
H -17.4839 18.7912 4.4670 -0.060 0.124 0.217
H -16.7311 18.3419 6.0506 -0.165 0.211 -0.018
```
Positions in Å, forces in eV/Å.

Calculated values
E_tot, hartree: -2515.3404
HOMO level, eV: -10.4554
SMILES: CCOP(=O)(OCC)OCC.O=C1OCCO1.O=C1OCCO1.O=C1OCCO1.O=C1OCCO1.CC#N.CC#N
Frontier orbital gap, Ha: 0.39244


Entry 3:
# C22H38BClN2O7S

A cluster of 3 separate species, C22H38BClN2O7S in total in a non-equilibrium geometry (the ωB97M-V functional and the def2-TZVPD basis, the OMol25 dataset).

XYZ file:
```
72
Properties=species:S:1:pos:R:3:forces:R:3
C -0.2587 -4.9025 2.9322 1.507 -0.291 -0.884
N -0.4272 -3.5031 2.4368 -1.864 -0.013 -0.315
C -1.4999 -2.7629 3.1498 0.104 0.879 0.306
B -0.5601 -3.4371 0.9826 0.519 -0.106 -0.191
O -1.7178 -3.0350 0.2769 1.468 0.928 0.979
C 0.7623 -3.8143 0.1203 0.753 -0.683 -0.958
C 0.9682 -5.1081 -0.5505 2.042 1.308 -0.419
C 2.2051 -5.4029 -1.2951 -0.163 1.830 1.019
C 3.2801 -4.3984 -1.3924 -2.197 0.534 0.989
C 3.0275 -3.1325 -0.7520 -1.445 0.075 0.767
C 1.8030 -2.8223 0.0037 0.907 -2.115 -1.563
C 1.9196 -1.3836 0.5647 -0.357 -3.132 -0.852
O 0.9787 -0.7209 0.9090 0.893 0.282 0.476
N 3.3123 -1.1037 0.4942 -0.135 0.902 -0.313
C 4.1360 -1.0741 1.7155 1.091 1.063 0.841
C 3.3695 -1.0762 3.0771 0.201 0.049 0.735
C 2.9393 0.3326 3.6326 -1.104 -0.012 0.313
C 2.4771 1.3833 2.5587 0.688 0.820 -0.239
S 0.7193 1.9019 2.8139 -2.198 -0.357 3.230
O -0.1263 0.7940 3.2513 1.358 0.403 -1.568
O 0.5971 2.9945 3.7725 1.266 -0.334 -1.703
Cl -0.0346 2.5977 1.0069 0.765 -0.349 0.586
C 3.8794 -1.8358 -0.6256 -0.841 -2.058 -0.008
O 4.8076 -1.5141 -1.3047 -0.033 0.246 0.686
H 0.8242 -5.0530 3.2105 -1.071 0.003 -0.010
H -0.9040 -5.1470 3.8080 0.371 0.300 -0.887
H -0.4374 -5.5958 2.0614 -0.066 0.191 1.243
H -1.5373 -3.0868 4.2205 -0.040 0.323 -0.928
H -1.2353 -1.6662 3.1311 -0.296 -1.017 0.122
H -2.5173 -2.8590 2.6817 0.798 -0.208 0.473
H -1.8661 -2.1049 0.5485 -0.506 -0.588 -0.237
H 0.1793 -5.8891 -0.4865 0.727 0.691 -0.066
H 2.3560 -6.3970 -1.7790 -0.248 0.987 0.531
H 4.2339 -4.5775 -1.9273 -0.863 0.065 0.394
H 4.7578 -0.1302 1.6831 -0.486 -0.943 0.105
H 4.8838 -1.9161 1.7224 -0.913 0.564 -0.249
H 4.0901 -1.4956 3.8379 -0.683 0.374 -0.796
H 2.4779 -1.7542 3.1312 0.775 0.483 -0.506
H 3.7107 0.8232 4.2846 -0.492 -0.602 -0.846
H 2.0582 0.1499 4.3137 0.927 0.166 -0.577
H 2.5789 1.0795 1.4916 -0.189 0.058 0.882
H 3.0794 2.3215 2.7144 -0.900 -0.701 -0.311
C 0.3417 0.6549 -1.8608 -0.068 -0.031 -0.123
C 0.9423 0.8592 -3.2412 -0.088 0.014 0.094
O 0.1337 0.3564 -4.2919 0.089 -0.152 -0.173
C -1.1639 0.9218 -4.4086 -0.036 0.083 0.065
C -1.1563 2.4215 -4.6492 0.111 0.080 -0.016
H 0.1528 -0.4064 -1.6798 0.028 0.046 -0.012
H 1.0210 1.0267 -1.0928 -0.008 -0.049 -0.065
H -0.6086 1.1800 -1.7475 0.039 0.062 0.040
H 1.8907 0.3206 -3.2973 -0.083 -0.058 -0.173
H 1.1762 1.9152 -3.4145 -0.035 0.047 0.056
H -1.7667 0.6687 -3.5299 -0.009 0.094 0.029
H -1.6375 0.4284 -5.2601 0.179 -0.096 0.035
H -0.6984 2.9667 -3.8223 -0.120 0.004 0.040
H -2.1765 2.7909 -4.7694 0.035 -0.031 0.039
H -0.5891 2.6596 -5.5524 -0.042 -0.042 0.014
C -3.3319 3.7878 0.7365 -0.117 -0.010 0.015
C -2.7259 3.9850 -0.6428 -0.152 0.067 0.127
O -3.5297 3.4727 -1.6943 0.125 -0.185 -0.181
C -4.8269 4.0326 -1.8241 -0.025 0.081 0.045
C -4.8212 5.5302 -2.0784 0.110 0.079 0.011
H -3.5192 2.7273 0.9228 0.073 0.050 0.002
H -2.6560 4.1657 1.5060 -0.013 -0.048 -0.042
H -4.2830 4.3118 0.8425 0.048 0.071 0.014
H -1.7770 3.4474 -0.6900 -0.138 -0.045 -0.251
H -2.4926 5.0397 -0.8225 -0.030 0.041 0.051
H -5.4345 3.7852 -0.9470 -0.005 0.077 0.030
H -5.2937 3.5306 -2.6743 0.173 -0.095 0.038
H -4.3696 6.0839 -1.2537 -0.094 -0.002 0.028
H -5.8415 5.8962 -2.2090 0.035 -0.034 -0.005
H -4.2490 5.7616 -2.9799 -0.054 -0.031 0.017
```
Positions in Å, forces in eV/Å.

Calculated values
E_tot, hartree: -2380.4567
HOMO level, eV: -9.1569
SMILES: CN(C)B(O)c1cccc2c1C(=O)N(CCCCS(=O)(=O)Cl)C2=O.CCOCC.CCOCC
Frontier orbital gap, Ha: 0.32250


Entry 4:
# C22H38BClNO8S2

A cluster of 3 separate species, C22H38BClNO8S2 in total (the ωB97M-V functional and the def2-TZVPD basis, the OMol25 dataset).

XYZ file:
```
73
Properties=species:S:1:pos:R:3:forces:R:3
C -1.6001 -2.8059 2.4958 0.099 -0.018 -0.192
C -2.1271 -2.6712 1.0530 0.304 -0.127 0.544
C -1.0014 -2.9871 0.0989 0.084 -0.187 0.064
O -1.5492 -3.1299 -1.2194 0.151 0.401 0.096
O -0.4519 -3.1453 -2.1436 -0.200 -0.198 -0.220
C -0.5284 -2.0647 -2.9657 0.049 -0.024 -0.335
O -0.1439 -2.1290 -4.0924 0.136 0.018 0.278
C -0.9913 -0.7622 -2.3715 -0.254 -0.011 0.278
C -2.3050 -0.5236 -1.9763 0.169 -0.124 -0.142
C -2.6329 0.6967 -1.4547 -0.119 -0.253 0.006
N -1.7114 1.6683 -1.3212 0.132 -0.010 -0.247
C -2.0667 2.9852 -0.7261 -0.183 0.293 0.343
Cl -3.7438 3.3872 -1.1151 -0.125 0.003 -0.070
C -1.7819 2.9664 0.7879 -0.431 -0.403 -0.164
C -2.7105 3.8079 1.6626 0.304 -0.291 0.160
C -0.4273 1.4755 -1.6855 0.057 0.267 0.188
B 0.7497 2.5715 -1.5565 -0.111 0.613 0.026
O 0.7687 3.4864 -2.5513 -0.231 -0.908 -0.305
C 1.7619 2.5703 -0.3639 0.104 -0.770 -0.416
C 2.0731 1.2034 0.2582 0.152 0.285 0.374
C -0.0641 0.2550 -2.2241 -0.007 -0.261 -0.044
H -1.8406 -3.7813 2.9085 0.013 0.051 0.060
H -0.5148 -2.6913 2.5258 0.057 0.085 0.022
H -2.0225 -2.0418 3.1418 -0.104 -0.030 0.093
H -2.4894 -1.6547 0.9085 -0.183 -0.016 -0.296
H -2.9295 -3.3925 0.9151 -0.226 0.168 -0.168
H -0.5191 -3.9215 0.3888 0.059 -0.072 -0.082
H -0.2461 -2.1987 0.1018 0.002 0.100 -0.058
H -3.0654 -1.2790 -2.0776 -0.061 -0.047 0.051
H -3.6415 0.8853 -1.1301 -0.013 0.296 0.038
H -1.4822 3.7375 -1.2454 0.155 -0.067 -0.069
H -0.7379 3.2305 0.9338 0.065 0.074 -0.020
H -1.8938 1.9251 1.0945 0.140 -0.057 0.137
H -2.9874 4.7524 1.2082 0.016 0.130 0.042
H -3.6019 3.2345 1.9002 -0.224 0.151 -0.163
H -2.2138 3.9837 2.6138 0.042 0.191 0.019
H 1.6578 3.6164 -2.9345 0.379 0.749 0.095
H 2.6849 3.0398 -0.7071 0.042 0.205 0.120
H 1.3234 3.2157 0.4027 0.083 0.201 0.008
H 2.5935 0.5459 -0.4348 -0.120 -0.108 -0.117
H 2.7358 1.3256 1.1133 0.044 -0.014 0.044
H 1.1755 0.7155 0.6392 -0.073 -0.144 -0.122
H 0.9604 0.0970 -2.5317 0.065 0.015 -0.005
C -1.6315 -8.4565 4.7037 0.050 0.083 0.023
C -0.6376 -7.9302 5.7488 -0.058 0.006 -0.018
C -0.8563 -6.4160 5.8666 0.200 -0.174 0.037
S -2.5823 -6.1284 5.4453 -0.005 -0.127 0.096
O -2.6402 -5.3475 4.2295 -0.024 -0.039 0.048
O -3.3107 -5.7066 6.6108 -0.046 0.121 -0.053
C -2.9771 -7.8291 5.0533 0.072 -0.198 -0.094
H -1.6882 -9.5434 4.7093 0.001 -0.008 -0.003
H -1.3227 -8.1414 3.7047 -0.023 -0.010 -0.014
H -0.8330 -8.4066 6.7106 -0.021 0.004 0.004
H 0.3920 -8.1546 5.4760 0.010 0.001 0.009
H -0.6834 -6.0409 6.8717 -0.058 0.083 -0.012
H -0.2497 -5.8598 5.1546 -0.071 0.035 -0.040
H -3.7004 -7.8473 4.2418 -0.036 0.099 0.025
H -3.4072 -8.2748 5.9494 -0.016 0.037 0.023
C 4.3589 6.1657 -5.8729 -0.092 0.026 0.090
C 3.9951 7.2522 -4.8505 0.051 -0.055 -0.023
C 3.4610 6.5420 -3.5990 -0.070 0.211 -0.122
S 4.2678 4.9355 -3.5652 0.314 0.351 -0.024
O 3.2603 3.9016 -3.7385 -0.275 -0.185 0.148
O 5.1808 4.8567 -2.4583 -0.136 -0.177 0.083
C 5.1549 5.1154 -5.1038 -0.037 0.027 -0.247
H 4.9361 6.5668 -6.7034 0.008 -0.002 -0.004
H 3.4499 5.7187 -6.2804 0.017 -0.021 -0.023
H 4.8854 7.8285 -4.5950 0.012 -0.015 0.010
H 3.2576 7.9475 -5.2461 -0.008 0.007 0.012
H 3.7045 7.0639 -2.6774 0.000 -0.086 0.059
H 2.3871 6.3716 -3.6556 0.009 -0.084 0.001
H 5.2120 4.1491 -5.5993 -0.008 -0.052 0.095
H 6.1545 5.4689 -4.8543 0.004 -0.016 0.061
```
Positions in Å, forces in eV/Å.

Calculated values
E_tot, hartree: -2798.9098
Total charge: +1
HOMO level, eV: -12.0254
Frontier orbital gap, Ha: 0.30117